Below is a structure of composition C15H33BCl5F4K2LiN2O9Si, with properties calculated with the ωB97M-V functional and the def2-TZVPD basis.

The geometry in XYZ format:
```
73
Properties=species:S:1:pos:R:3:lowdin_charge:R:1
C 2.00169 -1.77192 -2.38619 -0.276
C 2.08801 -0.20431 -2.81273 -0.198
O 1.61291 0.55446 -1.67355 -0.124
C 0.55198 1.47962 -2.06006 -0.323
O 0.90415 2.48059 -2.71508 -0.010
C -1.00336 1.26334 -1.63092 -0.140
C -2.08034 1.16977 -2.85392 -0.438
C -2.18577 -0.28789 -3.53980 -0.390
Si -2.89834 -1.66494 -2.36312 0.573
H 3.06656 -2.24862 -2.46485 0.097
H 1.57984 -1.83880 -1.29759 0.082
H 1.30530 -2.31460 -3.17767 -0.071
H 3.20401 -0.00373 -3.00023 0.131
H 1.52190 0.00173 -3.78360 0.130
H -1.02674 0.38716 -0.89771 0.089
H -1.30203 2.19655 -1.01801 0.114
H -3.12720 1.44543 -2.46547 0.131
H -1.84480 1.95037 -3.75243 -0.098
H -2.97093 -0.18936 -4.38301 0.100
H -1.20634 -0.62173 -4.09371 0.007
H -4.26027 -2.04611 -2.73558 -0.113
H -1.99974 -2.83905 -2.49253 -0.178
H -2.85070 -1.09869 -0.99495 0.002
K -3.82742 -4.22599 -2.63685 0.768
Cl -1.52769 3.31909 -3.15073 0.463
O 3.10067 -0.72502 0.74277 -0.470
H 2.90012 -0.00277 0.15050 -0.184
C -4.13589 -2.61369 4.87504 -0.078
C -3.20536 -1.51437 5.35082 -0.204
O -1.90479 -1.65307 4.76553 0.029
C -1.79755 -1.23893 3.49169 -0.588
O -2.68225 -0.76643 2.82152 0.123
O -0.53860 -1.46856 3.08317 0.009
C -0.31553 -1.15514 1.71000 -0.058
H -3.69038 -3.59645 5.05078 0.062
H -5.09398 -2.56031 5.39454 0.074
H -4.32293 -2.53653 3.80169 0.072
H -3.07248 -1.59552 6.43220 0.123
H -3.61686 -0.52195 5.15020 0.131
H -0.62527 -0.13341 1.48011 0.098
H -0.84717 -1.87273 1.07457 0.073
H 0.75690 -1.24199 1.51287 0.064
Li -0.26054 -1.66791 -3.54293 0.537
K 1.58374 -4.08813 -2.15171 0.836
C -3.11446 -5.48578 7.83896 0.044
N -4.54727 -5.42899 7.44800 -0.439
O -5.15433 -6.48519 7.38598 0.063
O -5.01024 -4.32563 7.21734 0.050
H -2.83940 -6.52425 8.01275 0.094
H -2.53328 -5.06421 7.01949 0.096
H -2.99879 -4.89837 8.74880 0.104
B -3.98702 3.69607 -0.01559 -1.155
F -3.84362 2.26509 0.06214 0.030
F -4.92213 4.02398 -1.04986 0.045
F -4.46122 4.19861 1.23611 0.054
F -2.71421 4.28081 -0.31828 0.033
C 5.01817 5.01005 -0.48360 -0.008
C 5.60349 3.63602 -0.66770 -0.594
O 6.65021 3.29664 -0.12860 0.009
N 4.93481 2.75880 -1.46194 -0.049
C 3.69614 2.96277 -2.18339 -0.077
H 5.66409 5.59214 0.17417 0.084
H 4.95216 5.52360 -1.44561 0.083
H 4.03008 4.93994 -0.02359 0.090
H 5.38924 1.86011 -1.53525 0.114
H 2.97575 2.22563 -1.83848 0.050
H 3.89085 2.80070 -3.24776 0.067
H 3.29140 3.96165 -2.03667 0.090
C 6.81560 2.24939 -5.10311 -2.011
Cl 5.72354 0.84470 -5.08676 0.490
Cl 6.99698 2.87544 -3.45327 0.625
Cl 8.40291 1.75581 -5.73069 0.518
Cl 6.13403 3.51496 -6.14664 0.520
```

- Spin multiplicity: 1
- E_HOMO: -6.2 eV
- Energy relative to the best compared isomer or geometry (same formula, charge and spin): 90.8 kcal/mol
- Gap between HOMO and LUMO: 2.55 eV
- DFT total energy: -152377.7013 eV
- Maximum force: 5.6 eV/A

---

Below is a structure of composition C15H33BeBrCsFKNNaO9P, with properties calculated with the ωB97M-V functional and the def2-TZVPD basis.

The geometry in XYZ format:
```
65
Properties=species:S:1:pos:R:3:lowdin_charge:R:1
C -4.81646 -0.70898 -4.93991 0.022
C -3.75829 -1.59051 -4.33029 -0.587
O -3.05142 -2.21264 -4.99902 0.162
O -3.66032 -1.63629 -2.96588 -0.179
C -2.73417 -0.62584 -2.57672 -0.339
P -2.64654 -0.23770 -0.66429 0.351
O -2.63973 0.31305 1.02866 -0.452
Br -4.63952 -1.43618 -0.29576 0.368
C -1.15521 0.92450 -1.07390 -0.290
C -1.55393 2.39398 -1.12641 -0.291
N -0.77822 3.29542 -1.50039 0.089
C -1.51909 -1.71176 -0.31392 -0.299
C -1.83147 -2.78048 0.74610 -0.227
C -1.61411 -2.36915 2.25900 -0.455
O -2.96600 -2.39469 2.86501 -0.304
H -5.56289 -1.30272 -5.45769 0.084
H -5.25827 -0.04088 -4.20357 0.081
H -4.32090 -0.08243 -5.68349 0.080
H -3.01097 0.32862 -3.04882 0.106
H -1.73748 -0.88746 -2.96564 0.077
H -3.48572 0.88347 -0.91390 0.001
H -1.72688 0.46763 1.30570 -0.058
H -0.35900 0.88234 -0.31808 -0.024
H -0.71783 0.66692 -2.04202 0.040
H -2.53094 2.72815 -0.78788 0.099
H 0.12303 2.87908 -1.75372 0.031
H -0.51979 -1.31988 -0.07788 0.072
H -1.38206 -2.23706 -1.25786 0.087
H -2.74694 -3.34921 0.64901 0.076
H -1.04553 -3.53899 0.61111 0.103
H -1.11034 -1.35181 2.36835 -0.171
H -1.02472 -3.14634 2.81798 0.131
H -3.40895 -1.52517 2.77496 -0.006
Cs -1.65931 -0.42660 3.86169 1.368
Be 1.78626 1.17964 1.34464 0.299
C 3.69139 -0.96047 8.07445 -0.065
C 3.14232 -1.51494 6.76857 -0.480
C 4.12207 -2.46957 6.13404 -0.042
O 2.88487 -0.45037 5.85890 -0.053
H 4.62556 -0.41333 7.89712 0.098
H 2.97112 -0.25414 8.50949 0.019
H 3.88594 -1.75206 8.79924 0.098
H 2.19005 -2.01564 6.95497 0.142
H 5.04877 -1.93880 5.90917 0.075
H 3.72747 -2.84141 5.19012 0.096
H 4.35250 -3.32469 6.77398 0.090
H 3.72657 -0.00206 5.68131 0.073
C 0.16271 3.45613 -4.72815 -0.156
C 1.00398 4.00027 -5.89947 -0.586
C 1.08726 2.92431 -7.00934 -0.060
O 2.24866 4.23492 -5.44585 -0.086
H 0.59147 2.55785 -4.30058 -0.187
H 0.06567 4.19409 -3.93184 0.080
H -0.85484 3.20072 -5.06978 0.084
H 0.42304 4.83504 -6.32621 0.135
H 1.55267 1.99596 -6.66112 0.039
H 1.66129 3.28047 -7.86355 0.077
H 0.08204 2.66964 -7.36778 0.081
C 6.11908 -0.89477 3.42839 -0.956
O 5.40614 -1.72145 2.84790 0.108
O 7.32475 -0.66226 3.12874 0.147
O 5.72756 -0.17730 4.40281 0.058
K 0.80075 1.07195 -4.37656 0.963
Na 3.36201 1.44190 9.53748 0.884
F -2.06915 1.49996 -6.25161 -0.722
```

- Spin multiplicity: 1
- E_HOMO: -5.8 eV
- Gap between HOMO and LUMO: 1.27 eV
- DFT total energy: -139727.9465 eV
- Maximum force: 8.4 eV/A

---

Below is a cluster of 2 separate species, C15H33ClN6OSi in total, with properties calculated with the ωB97M-V functional and the def2-TZVPD basis.

The geometry in XYZ format:
```
57
Properties=species:S:1:pos:R:3:lowdin_charge:R:1
C -0.07616 -2.73744 1.05781 -0.103
C -0.45568 -1.43964 1.81329 -0.212
N -0.77549 -0.35817 0.79161 0.106
C -2.03292 0.13388 0.91559 -0.370
N -2.32966 1.44217 1.06236 0.121
N -3.62579 1.57126 1.17120 0.057
N -4.18393 0.38283 1.09764 -0.165
Si -5.98499 0.25876 1.27061 0.531
C -6.74352 -1.19946 0.37291 -0.191
C -6.30630 0.01556 3.11955 -0.163
C -6.87541 1.81268 0.75192 -0.170
N -3.21556 -0.55033 0.93610 -0.416
Cl -3.45140 -2.20684 0.83195 0.871
H -0.79122 -3.54820 1.20868 0.043
H -0.01216 -2.48164 0.00241 0.067
H 0.91042 -3.03569 1.41054 0.073
H -1.31557 -1.64621 2.45405 0.080
H 0.38704 -1.12778 2.42241 0.115
H -0.17101 0.42385 1.03981 0.116
H -7.82226 -1.12617 0.54666 0.045
H -6.59611 -1.20787 -0.70914 0.038
H -6.41341 -2.15222 0.79043 0.011
H -6.22215 0.99559 3.59864 0.037
H -7.26966 -0.44911 3.31533 0.038
H -5.47765 -0.57552 3.52566 0.029
H -7.03231 1.89037 -0.32715 0.039
H -6.41514 2.73667 1.10818 0.036
H -7.87476 1.77857 1.20029 0.046
C 4.57550 1.83024 0.45430 -0.038
C 3.41177 1.39734 -0.45654 -0.520
C 3.63139 1.97582 -1.86189 -0.159
C 4.75845 1.31944 -2.66255 -0.179
C 4.99081 -0.14778 -2.27615 -0.150
C 3.78423 -0.83491 -1.62218 -0.543
N 3.40062 -0.07434 -0.44408 -0.202
O 2.34700 -0.62529 0.22633 -0.261
C 4.25741 -2.21517 -1.16295 -0.054
C 2.66489 -1.03059 -2.65678 -0.034
C 2.13656 2.03498 0.08715 -0.071
H 4.42190 1.45533 1.46733 0.081
H 4.65966 2.92314 0.50851 0.075
H 5.52946 1.44091 0.09650 0.070
H 2.70237 1.88390 -2.43151 0.098
H 3.81753 3.05201 -1.78958 0.111
H 4.51875 1.39009 -3.72682 0.102
H 5.68861 1.87794 -2.53150 0.101
H 5.30722 -0.70845 -3.15983 0.111
H 5.83439 -0.20007 -1.58169 0.107
H 5.01414 -2.12028 -0.38272 0.082
H 4.69915 -2.76699 -1.99866 0.076
H 3.43263 -2.80863 -0.76840 0.067
H 3.02742 -1.62622 -3.50034 0.077
H 2.29326 -0.08681 -3.05963 0.067
H 1.81994 -1.56255 -2.21752 0.063
H 2.23993 3.12343 0.08678 0.079
H 1.93727 1.72454 1.11273 0.065
H 1.27053 1.77908 -0.52762 0.071
```

- Spin multiplicity: 1
- E_HOMO: -3.9 eV
- Gap between HOMO and LUMO: 2.49 eV
- DFT total energy: -47471.9442 eV
- Maximum force: 2.4 eV/A

---

Below is a structure of composition C15H33OP2RbS, with properties calculated with the ωB97M-V functional and the def2-TZVPD basis.

The geometry in XYZ format:
```
53
Properties=species:S:1:pos:R:3:lowdin_charge:R:1
C 0.70189 3.40933 3.75423 0.043
C 1.01228 3.56142 2.58639 -0.203
C 1.21386 3.57661 1.04932 -0.387
P 0.45464 2.09869 0.08458 0.277
C -1.12410 2.02566 1.18293 -0.345
C -2.32884 1.20127 0.50689 -0.244
C -2.10186 -0.37413 0.50983 -0.201
C -2.31806 -0.88141 -0.98642 -0.209
C -2.60636 -2.49033 -1.05275 -0.183
C -1.19591 -3.22603 -0.90969 -0.363
C -0.90115 -3.80609 0.58650 -0.204
C 0.47860 -4.68218 0.53594 -0.117
C 1.36568 0.77247 1.13496 -0.591
S 3.22354 0.94143 0.89112 0.763
C 3.72613 -0.19786 -0.45488 -0.581
C 4.01627 -1.67670 0.09790 -0.194
P -0.42670 3.55974 -1.34204 0.729
C -0.61704 2.58678 -2.97792 -0.344
O -1.99405 4.07745 -0.88879 -0.411
H 0.35695 3.36119 4.80671 0.031
H 0.71494 4.52445 0.66442 0.036
H 2.31289 3.70315 0.78027 0.066
H -0.09384 1.01784 -0.74685 -0.054
H 1.63480 2.09835 -0.79717 -0.034
H -0.93974 1.47681 2.16787 0.073
H -1.49186 3.05410 1.50498 0.079
H -3.24463 1.38862 1.15934 0.109
H -2.56468 1.57502 -0.53044 0.081
H -2.94545 -0.84921 1.11261 0.115
H -1.12057 -0.69543 0.95676 0.084
H -3.13870 -0.32036 -1.52473 0.116
H -1.36746 -0.71196 -1.60975 0.049
H -3.13735 -2.72697 -2.02950 0.106
H -3.30447 -2.82493 -0.22936 0.109
H -0.31509 -2.56440 -1.23954 -0.297
H -1.22883 -4.14753 -1.62292 0.123
H -1.74460 -4.44774 0.97450 0.114
H -0.72797 -2.97039 1.32129 0.101
H 0.65393 -5.11228 1.56287 0.078
H 1.38958 -4.04464 0.25492 0.041
H 0.39735 -5.55641 -0.18563 0.079
H 1.16265 0.79822 2.24020 0.038
H 1.12256 -0.26006 0.70443 0.016
H 2.93125 -0.32353 -1.26319 0.020
H 4.64263 0.17392 -1.01532 0.082
H 4.83056 -1.56762 0.87643 0.074
H 4.43528 -2.34803 -0.71619 0.069
H 3.05463 -2.08467 0.54725 0.049
H 0.45379 2.36573 -3.29413 0.027
H -1.09499 1.59951 -2.69653 -0.009
H -1.17611 3.16540 -3.76117 0.027
H -1.95614 5.03348 -0.69455 0.029
Rb 0.91987 -2.25574 -1.98598 1.138
```

- Spin multiplicity: 1
- E_HOMO: -5.8 eV
- Gap between HOMO and LUMO: 4.61 eV
- DFT total energy: -48194.6030 eV
- Maximum force: 12.2 eV/A